# 1
Entry from OMol25: a 2-piece molecular cluster, C5H9NO overall at a distorted geometry (ωB97M-V/def2-TZVPD).

Each line ends with the Mulliken charge.
CARTESIAN COORDINATES (ANGSTROEM)
C: 0.497 1.273 -1.004  -1.523
C: 0.485 0.035 -0.062  0.764
C: 0.534 -1.317 -0.721  -0.595
C: -0.549 -1.202 0.253  -0.758
O: -2.177 0.618 0.971  -0.694
C: 1.409 0.220 1.048  0.246
N: 2.125 0.366 1.948  -0.503
H: -0.372 1.328 -1.663  0.373
H: 1.392 1.203 -1.645  0.420
H: 0.575 2.237 -0.483  0.382
H: -1.251 0.718 0.704  0.356
H: 0.177 -1.244 -1.745  0.278
H: 1.371 -1.967 -0.533  0.278
H: -0.412 -1.602 1.261  0.358
H: -1.582 -1.346 -0.076  0.301
H: -2.093 0.274 1.867  0.318

Forces on atoms 1 to 2 (eV/Å):
C -0.240 -0.143 0.057
C 0.016 -0.353 -0.054

Output
relative energy (zero: lowest compared OMol25 entry of this formula, charge and spin)	2.720	eV
SMILES string	CC1(C#N)CC1.O
calculated total energy	-325.8376	Ha
HOMO-LUMO gap	11.0	eV

# 2
Entry from OMol25: an isolated ion of composition C9H12NO and charge +1 at a distorted geometry (ωB97M-V/def2-TZVPD).

Each line ends with the Mulliken charge.
CARTESIAN COORDINATES (ANGSTROEM)
C: -0.365 1.757 0.144  -0.815
C: 0.813 1.053 -0.265  1.096
C: -1.545 1.077 0.033  0.975
C: -1.658 -0.546 -0.284  0.260
C: 0.774 -0.342 -0.806  -1.117
C: -3.613 0.380 -0.138  -0.368
C: -0.399 -1.255 -0.362  0.025
C: 2.154 1.682 -0.220  -1.532
C: -0.026 -1.944 1.033  -1.272
N: -2.925 -0.763 -0.375  -0.483
O: -2.721 1.509 0.064  -0.365
H: -0.218 2.831 0.555  0.350
H: 0.786 -0.256 -1.858  0.449
H: 1.811 -0.652 -0.567  0.508
H: -4.300 0.526 -1.068  0.299
H: -4.223 0.281 0.684  0.367
H: -0.467 -2.000 -1.117  0.425
H: 2.374 2.751 -0.228  0.414
H: 2.895 1.163 -0.854  0.350
H: 2.458 1.462 0.906  0.337
H: -0.982 -2.387 1.316  0.403
H: 0.263 -1.009 1.744  0.266
H: 0.790 -2.579 1.089  0.426

Forces on atoms 1 to 2 (eV/Å):
C 3.518 1.341 0.541
C -2.324 1.772 0.060

Output
relative energy (zero: lowest compared OMol25 entry of this formula, charge and spin)	1.442	eV
calculated total energy	-479.8021	Ha
HOMO-LUMO gap	9.0	eV
charge	+1

# 3
Entry from OMol25: one molecule with the formula C4H2N4O at a distorted geometry (ωB97M-V/def2-TZVPD).

Each line ends with the Mulliken charge.
CARTESIAN COORDINATES (ANGSTROEM)
C: -1.729 -0.074 -0.001  0.334
C: 0.263 0.824 -0.057  0.392
C: 1.711 -1.024 0.018  -0.453
C: 0.254 -0.710 -0.167  0.853
H: -1.529 2.028 0.066  0.315
H: 2.187 -1.963 0.241  0.440
N: -1.076 1.084 -0.182  -0.062
N: 1.464 1.270 -0.030  -0.505
N: 2.341 -0.020 0.134  -0.255
N: -0.938 -1.237 -0.228  -0.530
O: -2.948 -0.179 0.206  -0.528

Forces on atoms 1 to 2 (eV/Å):
C -6.531 -2.264 -0.411
C 1.684 -2.738 -0.968

Output
relative energy (zero: lowest compared OMol25 entry of this formula, charge and spin)	0.502	eV
SMILES string	O=C1N=C2C=NN=C2N1
calculated total energy	-447.7929	Ha
HOMO-LUMO gap	8.8	eV

# 4
Entry from OMol25: a 2-piece molecular cluster, CH2ClFP2 overall at a distorted geometry (ωB97M-V/def2-TZVPD).

Each line ends with the Mulliken charge.
CARTESIAN COORDINATES (ANGSTROEM)
C: -0.239 -0.167 0.569  -0.148
F: 0.627 -1.173 -1.749  -0.243
P: 0.421 1.378 -0.090  0.030
P: -0.577 -0.285 -1.179  0.279
Cl: -0.985 -0.925 1.926  -0.100
H: 1.559 -0.913 0.453  0.134
H: -0.805 2.086 0.069  0.047

Forces on atoms 1 to 2 (eV/Å):
C 3.790 -2.567 0.164
F 0.073 -0.035 -0.239

Output
relative energy (zero: lowest compared OMol25 entry of this formula, charge and spin)	3.413	eV
calculated total energy	-1281.9325	Ha
HOMO-LUMO gap (alpha / beta)	8.2 / 8.2	eV

# 5
Entry from OMol25: a 2-piece molecular cluster, C9H17BF3N2O2P overall at a distorted geometry (ωB97M-V/def2-TZVPD).

Each line ends with the Mulliken charge.
CARTESIAN COORDINATES (ANGSTROEM)
C: 2.038 -2.579 -0.026  -1.065
P: 0.892 -1.334 0.686  0.020
O: -0.603 -2.195 0.605  -0.479
B: 0.582 0.054 -0.666  0.904
O: 0.737 -0.463 -2.074  -0.793
C: 1.583 1.339 -0.491  -0.911
C: 2.725 1.351 -1.497  -0.673
C: 3.567 2.589 -1.424  0.932
F: 2.846 3.719 -1.485  -0.288
F: 4.317 2.666 -0.315  -0.290
F: 4.433 2.656 -2.461  -0.290
C: -0.961 0.508 -0.396  0.286
C: -2.011 0.270 -1.288  -0.485
C: -3.315 0.662 -1.007  -0.355
N: -3.675 1.278 0.123  -0.681
C: -2.688 1.501 0.990  -0.508
C: -1.356 1.150 0.793  -0.239
H: 2.601 -2.151 -0.852  0.292
H: 2.733 -2.947 0.720  0.352
H: 1.445 -3.397 -0.433  0.299
H: -1.083 -1.754 1.297  0.026
H: 0.389 -1.356 -2.112  0.254
H: 2.023 1.412 0.508  0.287
H: 1.018 2.263 -0.618  0.382
H: 3.400 0.509 -1.361  0.216
H: 2.367 1.301 -2.521  0.348
H: -1.801 -0.227 -2.225  0.356
H: -4.091 0.469 -1.735  0.382
H: -2.960 2.013 1.908  0.412
H: -0.623 1.373 1.557  0.364
N: -2.908 -2.138 3.164  -0.439
H: -3.501 -1.954 3.974  0.396
H: -1.949 -2.334 3.470  0.398
H: -3.267 -2.941 2.643  0.375
H: -2.901 -1.313 2.549  0.215

Forces on atoms 1 to 2 (eV/Å):
C -0.263 0.129 -0.311
P 0.253 0.387 1.002

Output
calculated total energy	-1278.9274	Ha
HOMO-LUMO gap	4.8	eV

# 6
Entry from OMol25: C33H26AsCrN4O11S2Se2 as an isolated structure (ωB97M-V/def2-TZVPD).

Each line ends with the Mulliken charge.
CARTESIAN COORDINATES (ANGSTROEM)
Cr: 1.185 -0.917 -0.891  0.375
O: -1.986 -2.911 4.062  -0.600
C: -3.168 -2.890 3.464  0.439
O: -4.193 -3.078 4.077  -0.662
C: -3.197 -2.648 1.996  0.502
C: -4.348 -2.796 1.261  -0.953
N: -4.026 -2.518 -0.013  -0.212
N: -2.748 -2.175 -0.174  -0.015
C: -2.226 -2.241 1.039  0.033
C: -0.803 -1.846 1.251  0.078
O: -0.224 -2.197 2.283  -0.706
O: -0.274 -1.139 0.325  1.266
H: -1.262 -2.666 3.425  0.397
H: -5.339 -3.075 1.575  0.558
H: -4.638 -2.502 -0.809  0.156
O: 0.255 3.027 -1.646  -0.743
As: 1.148 1.552 -1.808  1.924
O: 1.678 0.975 -0.314  -0.551
O: 0.207 0.223 -2.218  -0.665
C: 2.455 2.035 -3.105  0.099
C: 2.600 3.386 -3.401  -0.969
C: 3.529 3.788 -4.349  -0.597
C: 4.309 2.844 -4.994  -0.664
C: 4.166 1.495 -4.698  -0.594
C: 3.236 1.081 -3.758  -0.204
S: 3.090 -0.687 -3.508  1.588
O: 1.991 -1.133 -4.319  -0.747
O: 4.388 -1.233 -3.783  -0.726
O: 2.790 -0.785 -2.035  -0.423
H: -0.486 2.886 -1.032  0.204
H: 1.986 4.116 -2.893  0.456
H: 3.641 4.839 -4.579  0.402
H: 5.039 3.154 -5.730  0.392
H: 4.780 0.748 -5.183  0.491
Se: 2.776 -4.161 -1.491  0.013
Se: 1.647 -4.326 0.532  0.036
C: 2.475 -2.818 1.381  0.144
C: 3.063 -3.038 2.616  -0.799
C: 3.735 -1.999 3.231  -0.363
C: 3.839 -0.793 2.562  -1.144
C: 3.216 -0.654 1.336  -0.851
N: 2.505 -1.636 0.762  1.082
C: 1.241 -3.612 -2.503  0.147
C: 0.886 -4.361 -3.609  -0.841
C: -0.277 -4.036 -4.289  -0.400
C: -1.071 -3.016 -3.799  -1.139
C: -0.641 -2.309 -2.692  -0.221
N: 0.520 -2.571 -2.078  1.187
H: 2.998 -4.018 3.065  0.460
H: 4.197 -2.141 4.199  0.430
H: 4.389 0.041 2.974  0.502
H: 3.258 0.275 0.790  0.820
H: 1.505 -5.193 -3.910  0.463
H: -0.570 -4.595 -5.167  0.423
H: -2.006 -2.747 -4.268  0.478
H: -1.223 -1.500 -2.283  0.357
O: -3.249 0.811 0.184  -0.756
S: -2.007 1.546 0.529  0.833
C: -2.510 3.245 0.872  0.276
C: -1.579 4.184 1.295  -0.081
C: -1.983 5.495 1.492  -0.794
C: -3.305 5.856 1.262  -0.472
C: -4.223 4.909 0.833  -0.658
C: -3.826 3.593 0.629  -0.563
C: -1.531 1.120 2.195  0.467
C: -0.192 1.178 2.542  0.302
C: 0.172 0.852 3.842  -0.772
C: -0.793 0.453 4.754  -0.649
C: -2.130 0.373 4.380  -0.713
C: -2.508 0.711 3.091  -0.512
H: -0.552 3.893 1.489  0.355
H: -1.268 6.234 1.829  0.405
H: -3.619 6.880 1.417  0.389
H: -5.252 5.193 0.656  0.403
H: -4.516 2.829 0.294  0.494
H: 0.554 1.427 1.795  0.241
H: 1.215 0.877 4.130  0.431
H: -0.502 0.172 5.758  0.404
H: -2.872 0.025 5.087  0.401
H: -3.538 0.639 2.763  0.457

Forces on atoms 1 to 2 (eV/Å):
Cr 0.422 -0.337 0.273
O -0.085 0.040 0.083

Output
relative energy (zero: lowest compared OMol25 entry of this formula, charge and spin)	0.005	eV
multiplicity	4
calculated total energy	-11199.4602	Ha
HOMO-LUMO gap (alpha / beta)	8.3 / 8.3	eV
<S²>	3.772

> Look up the calculated total energy of the first one.

-325.8376 Ha

> The lowest calculated total energy belongs to which entry?

C33H26AsCrN4O11S2Se2